{"formula": "C9H15NO2", "method": "wB97M-V/def2-TZVPD", "charge": 0, "smiles": "CC1(C2([N+](=O)[O-])CCC2)CCC1", "gap_ev": 10.8, "relative_energy_ev": 6.023, "elements": ["C", "C", "C", "N", "O", "O", "C", "C", "C", "C", "C", "C", "H", "H", "H", "H", "H", "H", "H", "H", "H", "H", "H", "H", "H", "H", "H"], "positions_angstrom": [[-1.03, 0.03, -1.86], [-0.58, -0.43, -0.45], [0.30, 0.80, 0.27], [-0.70, 1.73, 0.56], [-1.01, 2.55, -0.27], [-1.30, 1.68, 1.62], [1.41, 1.40, -0.59], [2.35, 1.26, 0.61], [1.23, 0.71, 1.48], [-1.77, -1.08, 0.50], [-1.08, -2.43, 0.18], [0.14, -1.72, -0.24], [-0.04, 0.11, -2.29], [-1.57, 0.87, -1.80], [-1.67, -0.80, -2.10], [1.04, 2.37, -0.81], [1.63, 0.80, -1.46], [3.14, 0.54, 0.61], [2.74, 2.22, 0.81], [1.46, -0.30, 1.82], [0.85, 1.20, 2.31], [-2.80, -0.88, 0.17], [-1.58, -0.87, 1.47], [-1.10, -3.13, 0.96], [-1.50, -2.82, -0.75], [0.87, -1.77, 0.53], [0.57, -2.01, -1.25]], "nbo_charge": [-0.6300, 0.0816, 0.1326, 0.5110, -0.3992, -0.4088, -0.4329, -0.4062, -0.4214, -0.3966, -0.4015, -0.4419, 0.2129, 0.2296, 0.2169, 0.2445, 0.2087, 0.2119, 0.2130, 0.2058, 0.2372, 0.2092, 0.2084, 0.2088, 0.1956, 0.2151, 0.1957]}



{"formula": "C9H15NO4", "method": "wB97M-V/def2-TZVPD", "charge": 0, "smiles": "CC(C)(C)OC(=O)N1CCC1.O=C=O", "gap_ev": 9.6, "relative_energy_ev": 1.442, "elements": ["C", "C", "C", "C", "O", "C", "O", "N", "C", "C", "C", "H", "H", "H", "H", "H", "H", "H", "H", "H", "H", "H", "H", "H", "H", "H", "O", "C", "O"], "positions_angstrom": [[-0.89, -2.39, -0.21], [0.14, -1.59, -1.00], [-0.23, -1.77, -2.50], [1.68, -2.00, -0.89], [0.01, -0.11, -0.84], [-0.01, 0.36, 0.40], [0.28, -0.17, 1.43], [-0.41, 1.74, 0.31], [-0.26, 2.77, 1.32], [-0.38, 3.80, 0.26], [-0.72, 2.64, -0.77], [-1.88, -2.38, -0.59], [-0.57, -3.52, -0.23], [-0.99, -2.20, 0.85], [-0.11, -2.86, -2.69], [0.42, -1.22, -3.12], [-1.20, -1.53, -2.76], [1.81, -3.13, -0.91], [2.16, -1.56, -1.73], [2.01, -1.59, 0.05], [0.74, 2.73, 1.69], [-1.03, 2.93, 2.13], [-1.25, 4.49, 0.55], [0.54, 4.28, 0.13], [-1.77, 2.63, -0.89], [-0.08, 2.47, -1.68], [-0.08, -1.81, 3.82], [0.63, -0.93, 3.89], [1.43, -0.08, 3.99]], "nbo_charge": [-0.6570, 0.2797, -0.6059, -0.6279, -0.5295, 0.9230, -0.6631, -0.4654, -0.1983, -0.4042, -0.1934, 0.2153, 0.2193, 0.2467, 0.2061, 0.2074, 0.2092, 0.2166, 0.2100, 0.2313, 0.1939, 0.1835, 0.2021, 0.2103, 0.1867, 0.2047, -0.5128, 1.0458, -0.5340]}



{"formula": "C9H15NO4P", "method": "wB97M-V/def2-TZVPD", "charge": 1, "smiles": "CC(CCC=[N+]=O)=P(O)(CC=O)CC=O", "gap_ev": [8.7, 7.8], "relative_energy_ev": 7.705, "elements": ["C", "C", "C", "C", "C", "N", "O", "P", "O", "C", "C", "O", "C", "C", "O", "H", "H", "H", "H", "H", "H", "H", "H", "H", "H", "H", "H", "H", "H", "H"], "positions_angstrom": [[1.17, 1.47, -0.14], [-0.03, 0.72, -0.39], [-0.85, 1.04, -1.63], [-0.17, 0.49, -2.89], [-0.25, -1.04, -3.04], [-0.49, -1.75, -2.04], [-0.64, -2.95, -1.68], [-0.58, -0.45, 0.82], [-1.86, -1.28, 0.47], [0.83, -1.79, 1.29], [1.52, -1.40, 2.55], [1.85, -0.27, 2.75], [-1.18, 0.49, 2.22], [-1.49, -0.52, 3.39], [-1.02, -1.62, 3.34], [1.08, 2.55, -0.27], [2.09, 1.18, -0.69], [1.52, 1.33, 0.82], [-0.81, 2.08, -1.65], [-1.87, 0.63, -1.58], [-0.63, 0.71, -3.96], [0.90, 0.92, -2.87], [-0.42, -1.43, -4.12], [-1.81, -2.05, -0.22], [0.31, -2.72, 1.46], [1.51, -1.52, 0.39], [1.59, -2.20, 3.21], [-0.46, 1.18, 2.75], [-2.11, 1.15, 2.05], [-2.13, -0.28, 4.22]], "nbo_charge": [-0.7293, -0.2262, -0.4618, -0.4342, 0.0206, 0.0203, -0.2897, 1.8643, -0.9892, -0.7381, 0.4430, -0.5272, -0.9399, 0.4686, -0.5283, 0.2559, 0.2615, 0.2551, 0.2415, 0.2355, 0.2559, 0.2413, 0.2361, 0.5649, 0.2819, 0.2770, 0.1505, 0.3172, 0.3044, 0.1684]}



{"formula": "C9H15PS", "method": "wB97M-V/def2-TZVPD", "charge": 0, "smiles": "[H]/P=C(\\C)C(=S)[C@H]1CCC[C@@H]1C", "gap_ev": [6.7, 6.7], "relative_energy_ev": 2.032, "elements": ["H", "P", "C", "C", "C", "S", "C", "C", "C", "C", "C", "C", "H", "H", "H", "H", "H", "H", "H", "H", "H", "H", "H", "H", "H", "H"], "positions_angstrom": [[-3.72, 1.77, 0.75], [-2.40, 1.68, 0.53], [-2.38, -0.02, 0.10], [-3.65, -0.64, -0.22], [-1.17, -0.75, 0.08], [-1.31, -2.39, -0.30], [0.09, -0.14, 0.45], [0.91, -0.97, 1.44], [2.33, -0.38, 1.21], [2.46, -0.44, -0.31], [1.01, -0.02, -0.77], [0.81, 1.37, -1.38], [-3.64, -1.83, -0.16], [-4.57, -0.20, 0.34], [-3.76, -0.43, -1.40], [0.01, 0.82, 0.83], [0.80, -2.07, 1.09], [0.77, -1.12, 2.51], [2.18, 0.56, 1.64], [2.95, -0.95, 1.89], [3.17, 0.26, -0.65], [2.54, -1.51, -0.49], [0.55, -0.56, -1.62], [0.77, 2.24, -0.70], [-0.23, 1.42, -1.91], [1.67, 1.58, -1.97]], "nbo_charge": [-0.0688, 0.4605, -0.3785, -0.6876, -0.0433, -0.0198, -0.3418, -0.3816, -0.4028, -0.4144, -0.1918, -0.6104, 0.2594, 0.2341, 0.2358, 0.2227, 0.2148, 0.2215, 0.1898, 0.2136, 0.2158, 0.2254, 0.2239, 0.1997, 0.2104, 0.2136]}



{"formula": "C9H16BBr2F3O5", "method": "wB97M-V/def2-TZVPD", "charge": 0, "gap_ev": 4.3, "elements": ["O", "C", "O", "C", "C", "B", "O", "C", "C", "C", "C", "C", "F", "Br", "C", "F", "F", "Br", "O", "H", "H", "H", "H", "H", "H", "H", "H", "H", "H", "H", "H", "H", "O", "H", "H", "H"], "positions_angstrom": [[2.47, -4.64, 1.07], [2.73, -3.53, 0.68], [3.15, -3.28, -0.57], [2.38, -2.19, -1.18], [2.92, -0.80, -0.86], [1.74, 0.10, -0.23], [2.11, 1.45, 0.32], [0.85, 2.02, 0.45], [-0.05, 1.44, -0.68], [-1.40, 0.94, -0.15], [-1.98, -0.22, -0.98], [-2.31, -1.51, -0.24], [-1.21, -2.17, 0.20], [-3.21, -2.67, -1.55], [-3.24, -1.31, 0.99], [-4.22, -0.44, 0.67], [-2.53, -0.79, 2.01], [-4.06, -2.94, 1.70], [0.76, 0.49, -1.30], [2.68, -2.65, 1.33], [2.37, -2.40, -2.25], [1.35, -2.30, -0.82], [3.20, -0.33, -1.81], [3.80, -0.87, -0.22], [1.19, -0.52, 0.72], [0.47, 1.70, 1.45], [0.90, 3.13, 0.49], [-0.25, 2.25, -1.41], [-1.32, 0.71, 0.91], [-2.10, 1.78, -0.22], [-1.25, -0.49, -1.75], [-2.88, 0.08, -1.50], [-0.76, 4.80, 1.11], [-0.06, 5.27, 0.62], [-1.66, 5.15, 0.94], [-0.56, 4.72, 2.07]], "nbo_charge": [-0.5699, 0.6569, -0.5386, -0.0566, -0.7358, 0.6205, -0.7075, -0.0605, 0.0872, -0.4393, -0.4842, 0.2976, -0.3219, 0.0116, 0.6029, -0.3321, -0.3237, 0.0191, -0.7121, 0.1066, 0.1900, 0.1772, 0.2106, 0.2212, -0.1655, 0.1397, 0.0754, 0.1329, 0.2229, 0.1762, 0.2785, 0.2277, -0.7534, 0.5858, 0.5758, 0.5847]}



{"formula": "C9H16BBr3F5NO7PS", "method": "wB97M-V/def2-TZVPD", "charge": 1, "gap_ev": 9.0, "elements": ["C", "C", "N", "O", "C", "C", "P", "O", "S", "O", "O", "C", "F", "F", "C", "F", "F", "F", "O", "C", "C", "B", "O", "O", "H", "H", "H", "H", "H", "H", "H", "H", "H", "H", "H", "H", "H", "H", "H", "C", "Br", "Br", "Br", "H"], "positions_angstrom": [[0.51, 2.26, -2.88], [0.51, 1.95, -1.27], [-0.58, 0.95, -0.84], [-1.75, 1.52, -1.27], [-0.45, -0.41, -1.47], [0.83, -1.30, -0.94], [2.09, -1.38, -2.42], [1.82, -2.59, -3.40], [0.26, -3.05, -0.52], [-0.74, -3.12, 0.68], [-0.58, -3.53, -1.77], [1.66, -4.24, -0.13], [2.38, -4.71, -1.36], [1.03, -5.42, 0.55], [2.79, -3.64, 0.91], [2.16, -3.07, 2.13], [3.58, -4.84, 1.38], [3.79, -2.74, 0.27], [1.58, -0.72, 0.18], [0.70, -0.16, 1.22], [-0.52, 0.79, 0.67], [-1.91, 0.26, 1.38], [-3.05, -0.38, 0.71], [-2.01, 0.41, 2.87], [1.57, 2.00, -3.35], [-0.31, 1.64, -3.48], [0.30, 3.40, -3.16], [1.57, 1.67, -0.87], [0.21, 2.97, -0.73], [-2.31, 0.85, -1.76], [-0.35, -0.38, -2.66], [-1.42, -1.08, -1.27], [1.98, -0.17, -3.25], [3.46, -1.36, -1.92], [0.24, -0.99, 1.91], [1.40, 0.51, 1.91], [-0.31, 1.88, 1.11], [-3.73, 0.37, 0.53], [-1.98, 1.37, 3.13], [-2.85, 5.01, 3.81], [-2.52, 3.85, 2.28], [-4.73, 5.03, 4.31], [-1.70, 4.58, 5.32], [-2.60, 6.03, 3.50]], "nbo_charge": [-0.6720, -0.2675, 0.0428, -0.5085, -0.3487, -0.2073, 1.3496, -0.9892, 1.8284, -0.8167, -0.8042, 0.4284, -0.2752, -0.2717, 0.9308, -0.3053, -0.3020, -0.3131, -0.5370, -0.1032, -0.4893, 1.2464, -0.9413, -0.9259, 0.2438, 0.2358, 0.2736, 0.2648, 0.2629, 0.5153, 0.2937, 0.3280, -0.0251, 0.0111, 0.2604, 0.2511, 0.2878, 0.5174, 0.5132, -0.4862, 0.0212, 0.1306, 0.1158, 0.2366]}